Density functional theory data (ωB97M-V/def2-TZVPD) for a 2-piece molecular cluster, C12H14BCl3F3NO overall.

Computed properties:
E_tot	-2300.831206	hartree
net charge	0
frontier orbital gap	6.5162	eV

```
35
Properties=species:S:1:pos:R:3:forces:R:3:mulliken_charge:R:1
Cl 0.914151 0.117859 -5.397397 -0.2 -0.2 0.4 -0.28
B -0.164567 -0.270990 -3.963483 -0.9 1.1 -0.8 0.69
Cl -0.592826 1.293390 -2.976436 0.2 -0.6 -0.2 -0.27
Cl -1.742010 -1.140916 -4.476240 0.5 0.1 0.3 -0.30
O 0.610270 -1.173221 -3.057014 -0.2 -1.1 2.1 -0.47
C 0.154121 -1.611133 -1.946466 0.9 0.2 -1.6 -0.15
C 0.943894 -2.492560 -1.139453 0.5 -0.4 0.3 0.78
C 0.371726 -2.964993 0.061010 0.1 0.2 -0.4 -0.47
C 1.082226 -3.834870 0.876194 0.2 -0.2 0.1 -0.62
C 2.374187 -4.249790 0.511257 -0.5 0.4 -0.3 -0.35
C 2.944539 -3.784524 -0.686132 0.0 0.0 0.0 -0.50
C 2.248325 -2.914515 -1.517477 -0.4 0.0 0.3 -0.36
H -0.858983 -1.350318 -1.626038 0.1 0.2 -0.2 0.35
H -0.640293 -2.630434 0.306188 0.3 -0.2 0.1 0.36
H 0.635439 -4.198471 1.803382 0.2 0.1 -0.3 0.38
H 2.931602 -4.933542 1.158169 -0.2 0.3 -0.3 0.38
H 3.946625 -4.112305 -0.966260 -0.3 0.1 0.1 0.38
H 2.679677 -2.557585 -2.453114 -0.1 -0.1 0.3 0.46
C -2.576776 3.262913 1.648851 0.1 0.2 -0.4 -0.49
C -2.422013 2.280931 0.461809 -1.1 0.1 0.2 -0.67
N -1.047829 1.902467 0.488038 0.7 0.3 -0.7 -0.02
C -0.462807 2.021538 1.780843 -0.2 -0.7 0.5 -0.02
C 1.012336 2.361531 1.688396 0.0 0.5 -0.1 0.65
F 1.603475 2.346467 2.923213 -0.3 0.0 -1.0 -0.28
F 1.649770 1.445520 0.901815 -0.1 0.6 0.6 -0.25
F 1.211515 3.593039 1.143837 0.2 -1.0 0.4 -0.27
C -1.330261 3.063014 2.523930 0.3 -0.1 0.1 -0.66
H -2.593497 4.292239 1.276924 -0.1 -0.2 0.1 0.25
H -3.496012 3.085019 2.214787 0.1 0.0 -0.2 0.29
H -3.128468 1.442454 0.618921 0.2 0.0 -0.1 0.31
H -2.679014 2.752435 -0.495203 0.0 -0.1 0.2 0.30
H -0.709491 1.214726 -0.174815 -0.1 0.2 0.3 0.03
H -0.498292 1.068582 2.340240 0.2 0.1 0.1 0.28
H -0.785919 4.006326 2.636248 -0.1 -0.2 0.1 0.27
H -1.584818 2.669715 3.511476 0.1 0.2 -0.1 0.30
```
Forces are in eV/Å.